[1]
Below is a 2-piece molecular cluster, C4H6O2 overall, with properties calculated with wB97M-V/def2-TZVPD.

**HOMO level**: -0.3197 Ha
**Gap between HOMO and LUMO**: 9.2 eV
**SMILES string**: O=C=CO.C=C
**Energy above the lowest of the compared OMol25 structures with the same formula, charge and spin**: 70.2 kcal per mole
**2S+1**: 1
**Charge**: 0

Atoms and positions in Å:
O  0.6805  2.0134  -0.0110
C  0.9401  0.8977  -0.2603
C  1.3795  -0.3299  -0.4994
O  2.6295  -0.5083  -1.0779
H  0.7486  -1.1964  -0.3574
H  3.2955  -0.1616  -0.4726
C  -1.4382  -0.2649  1.0773
C  -1.8316  0.0255  -0.1603
H  -1.2358  -1.2863  1.3905
H  -1.2913  0.5107  1.8251
H  -2.0182  1.0509  -0.4699
H  -1.9655  -0.7424  -0.9183

Here are the Löwdin charges for atoms 1 to 8, given in e: O 0.15; C -0.19; C -0.20; O -0.03; H 0.10; H 0.10; C -0.09; C -0.09


[2]
Below is one molecule with the formula C4H6O2, with properties calculated with wB97M-V/def2-TZVPD.

**HOMO level**: -0.3518 Ha
**Gap between HOMO and LUMO**: 10.2 eV
**SMILES string**: O=C1CC(O)C1
**Energy above the lowest of the compared OMol25 structures with the same formula, charge and spin**: 32.7 kcal per mole
**2S+1**: 1
**Charge**: 0

Atoms and positions in Å:
O  0.3824  1.6026  2.0308
C  0.1645  0.8602  1.1114
C  -0.2706  1.0769  -0.3438
C  0.0456  -0.4140  -0.5834
O  -0.9322  -1.1994  -1.2110
C  0.2924  -0.6564  0.9177
H  -1.3274  1.3468  -0.4637
H  0.3438  1.7739  -0.9227
H  0.9813  -0.5161  -1.1423
H  -0.4424  -1.5426  -1.9591
H  1.2646  -1.0975  1.1607
H  -0.5021  -1.2344  1.4054

Here are the Löwdin charges for atoms 1 to 8, given in e: O 0.10; C -0.38; C -0.03; C -0.39; O -0.01; C -0.03; H 0.13; H 0.12


[3]
Below is C4H6O2 as an isolated structure, with properties calculated with wB97M-V/def2-TZVPD.

**HOMO level**: -0.3306 Ha
**Gap between HOMO and LUMO**: 9.3 eV
**Energy above the lowest of the compared OMol25 structures with the same formula, charge and spin**: 96.3 kcal per mole
**2S+1**: 1
**Charge**: 0

Atoms and positions in Å:
O  0.7318  1.3201  -0.7669
C  0.9333  0.5439  0.2517
C  -0.0552  0.1532  1.2621
C  -0.2854  -0.8655  0.1481
C  -0.4315  0.3312  -1.4027
O  -1.5304  0.7880  -1.5350
H  1.9580  0.1666  0.3984
H  -0.8866  0.8443  1.3749
H  0.3420  -0.2039  2.2117
H  0.3494  -1.7535  0.1795
H  -1.3306  -1.1348  -0.0062
H  0.2052  -0.1896  -2.1157

Here are the Löwdin charges for atoms 1 to 8, given in e: O -0.02; C -0.22; C -0.13; C -0.09; C -0.34; O 0.06; H 0.15; H 0.13


[4]
Below is one molecule with the formula C4H6O2 in a non-equilibrium geometry, with properties calculated with wB97M-V/def2-TZVPD.

**HOMO level**: -0.3638 Ha
**Gap between HOMO and LUMO**: 10.4 eV
**SMILES string**: CC(C=O)C=O
**Energy above the lowest of the compared OMol25 structures with the same formula, charge and spin**: 50.8 kcal per mole
**2S+1**: 1
**Charge**: 0

Atoms and positions in Å:
C  1.4724  -0.0528  0.0155
C  -0.0335  0.2020  -0.2544
C  -0.9846  0.9477  0.6236
O  -2.1196  1.0027  0.2101
C  -0.8492  -1.1094  -0.4778
O  -0.4977  -2.1046  -1.0493
H  1.8178  0.2417  1.0097
H  1.7998  -1.0943  -0.1110
H  2.0376  0.5132  -0.7143
H  -0.2458  1.1091  -0.8933
H  -0.6247  1.4461  1.5278
H  -1.7723  -1.1013  0.1134

Here are the Löwdin charges for atoms 1 to 8, given in e: C -0.04; C -0.24; C -0.27; O 0.04; C -0.21; O 0.08; H 0.07; H 0.08


[5]
Below is one molecule with the formula C4H6O2 in a non-equilibrium geometry, with properties calculated with wB97M-V/def2-TZVPD.

**HOMO level**: -0.3682 Ha
**Gap between HOMO and LUMO**: 10.9 eV
**SMILES string**: O=C1CCOC1
**Energy above the lowest of the compared OMol25 structures with the same formula, charge and spin**: 69.3 kcal per mole
**2S+1**: 1
**Charge**: 0

Atoms and positions in Å:
O  0.9795  -1.7349  -1.0006
C  0.2953  -0.7973  -0.6022
C  1.0143  0.4030  -0.1874
C  -0.0190  1.1157  0.7472
O  -1.2982  0.5084  0.4574
C  -1.1345  -0.7581  -0.1388
H  1.4082  1.0330  -0.9818
H  1.8423  -0.5154  -0.2254
H  0.1883  1.0153  1.8159
H  -0.1499  2.1880  0.5321
H  -1.8136  -0.8793  -0.9885
H  -1.3128  -1.5783  0.5722

Here are the Löwdin charges for atoms 1 to 8, given in e: O 0.05; C -0.43; C -0.06; C -0.14; O -0.13; C -0.12; H 0.12; H 0.20


[6]
Below is one molecule with the formula C4H6O2 in a non-equilibrium geometry, with properties calculated with wB97M-V/def2-TZVPD.

**HOMO level**: -0.3342 Ha
**Gap between HOMO and LUMO**: 10.1 eV
**SMILES string**: C1=COCOC1
**Energy above the lowest of the compared OMol25 structures with the same formula, charge and spin**: 52.8 kcal per mole
**2S+1**: 1
**Charge**: 0

Atoms and positions in Å:
C  0.2855  1.1121  -0.0435
C  1.3697  0.4117  -0.2825
O  1.2487  -0.9861  -0.4128
C  0.0422  -1.3829  0.1919
O  -1.0865  -0.8602  -0.4729
C  -1.0846  0.5039  -0.2421
H  0.1784  2.2067  0.2847
H  2.3272  0.8537  -0.2450
H  -0.1198  -2.5215  0.0664
H  0.1128  -0.9881  1.3104
H  -1.5321  0.6303  0.7528
H  -1.7414  1.0203  -0.9074

Here are the Löwdin charges for atoms 1 to 8, given in e: C -0.08; C -0.12; O -0.06; C -0.24; O -0.09; C -0.24; H 0.14; H 0.11